The following is a DFT calculation (ωB97M-V/def2-TZVPD) of 13 unconnected molecules or ions with the total composition C55H74F12N6O17S3 at a distorted geometry.

Geometry as XYZ:
```
167
Properties=species:S:1:pos:R:3
O 4.206 -2.053 -4.604
H -1.059 4.613 1.101
H 5.594 9.476 -2.071
H -3.141 -0.153 5.977
C 1.298 3.165 -3.799
H -2.018 -2.006 -0.375
H -5.719 -3.392 5.665
H 2.569 7.088 -1.319
H -1.006 -1.770 -1.734
H 2.464 4.980 0.391
C -2.482 3.880 -2.169
C -5.831 -2.936 -3.126
H -3.431 4.107 6.504
C 0.774 -1.936 3.543
O -5.366 -3.898 -2.199
H 4.040 9.227 -1.304
C -2.922 0.857 5.665
H -2.496 6.648 0.515
S 4.228 -2.595 -3.239
H -4.973 -2.378 -3.502
C -4.879 -2.012 2.808
C 4.795 8.748 -1.927
C 2.486 -2.932 4.910
O -0.693 -4.612 -3.107
C -1.378 5.312 1.873
H -3.054 7.173 -2.661
H 3.226 4.038 -0.801
O 6.567 7.742 -0.178
H -1.775 3.067 -2.246
C -1.480 2.262 4.532
C -1.277 -7.285 1.211
H -5.378 -1.804 1.873
C -3.648 3.582 -1.422
N -5.649 -2.587 3.792
F 4.703 4.410 2.830
O -1.627 -4.963 -5.404
C 0.706 8.247 3.285
C -0.056 1.210 -3.568
H 0.562 0.115 3.773
H -2.657 -3.507 -6.431
C 2.632 4.944 -0.685
H 0.239 -2.002 -4.407
H -0.987 0.675 -3.680
F 6.322 3.063 3.092
C -4.198 -4.565 -0.266
H -4.839 6.677 -1.424
H -1.644 -6.341 1.586
H 2.761 -0.100 2.502
H -1.162 -6.532 -0.750
H 0.981 -3.525 -5.020
H -0.181 -2.642 -6.038
H -2.742 -4.897 -8.598
F 1.042 8.453 4.575
F -3.266 -4.092 0.583
C 1.079 0.601 -3.033
C -2.052 -5.105 -7.781
H 5.578 -4.516 -3.470
H -3.183 6.513 2.119
C 1.500 -3.066 3.922
H -4.093 1.769 7.210
C -0.395 -9.653 0.050
C -0.819 0.475 -0.197
C -2.148 5.157 -2.538
C 3.764 -0.145 2.078
C -5.066 -2.878 4.974
C -3.434 1.972 6.378
H -3.813 2.679 -0.853
C -2.947 3.246 6.069
C 2.094 -0.617 5.134
H -2.942 -1.363 2.110
F -5.247 -5.008 0.404
H 3.161 0.762 -2.659
H 6.444 -0.786 -0.424
F 4.878 3.205 4.742
H -1.112 -4.612 -8.032
H 3.855 -2.309 2.191
C 6.969 -1.693 -0.724
O -1.210 7.065 4.138
N -1.944 1.012 4.789
H 3.101 -3.772 5.196
C -0.012 -3.115 -0.266
C -2.870 -2.217 4.123
H 4.163 -4.602 -2.229
H -1.803 -2.059 4.185
C -2.548 -4.592 -6.426
H 7.433 -2.021 0.206
O 5.585 -2.035 -2.475
N -0.630 -8.591 -0.736
H 3.929 -4.974 -3.952
H 1.025 -0.449 -2.783
C -1.966 3.428 5.099
C 4.455 -1.419 2.381
C 3.281 6.265 -1.250
H -3.467 -5.101 -6.137
H 4.422 8.542 -2.930
H -7.146 -2.874 -4.786
H 0.091 -1.955 2.706
C 6.021 -2.688 -1.307
O -1.857 0.630 -0.830
F 0.189 9.397 2.813
H 2.391 0.319 5.585
C -0.968 -1.960 -0.661
H 1.425 -4.011 3.403
C 0.091 -2.895 -5.014
O 3.077 -2.340 -2.379
O 2.838 2.271 3.134
H 7.718 -1.490 -1.490
C -3.129 6.137 -2.367
C -4.246 5.802 -1.646
O 4.407 6.656 -0.443
H 3.616 -0.012 1.007
C -0.352 7.170 3.242
C 5.022 3.228 3.405
H -0.614 2.265 3.886
O -0.384 6.376 2.088
C -2.643 5.962 1.349
C 2.263 1.321 -2.877
H 0.989 -2.936 -0.658
C -3.460 -1.840 2.929
C -3.654 -2.789 5.152
H -3.297 -3.218 6.077
C 4.063 2.151 2.899
C -1.199 -8.410 2.000
F 1.807 7.854 2.673
H -0.489 -10.480 2.069
H -1.834 -6.164 -7.922
O -2.447 -3.036 -3.964
H -7.402 -4.199 -3.813
F -3.775 -5.672 -0.858
H 3.604 6.090 -2.276
N 2.457 2.592 -3.285
H -0.037 -10.546 -0.440
C 0.112 1.612 0.311
F -0.102 2.667 -0.495
H 5.255 -2.913 -0.565
C -6.578 -3.626 -4.238
H -0.199 -4.118 -0.651
H 1.389 4.194 -4.115
H -0.765 3.149 -4.267
C 4.519 -4.398 -3.239
H -1.604 -8.381 3.001
H -1.228 5.396 -3.051
H -3.197 5.092 0.995
H 0.046 -3.178 0.821
S 5.645 7.347 -1.229
H -5.963 -4.266 -4.871
F -0.254 1.999 1.546
S -1.288 -3.849 -4.230
N -4.548 4.553 -1.165
C -0.978 -7.406 -0.143
H 5.442 -1.577 1.946
H 1.698 4.656 -1.169
H 6.492 -3.640 -1.553
C 1.100 -0.735 4.166
H 4.711 -1.465 3.439
N 2.841 -1.742 5.421
C 0.077 2.550 -3.956
H -6.571 -2.335 -2.598
C -0.712 -9.643 1.424
O 4.608 1.021 2.265
O -4.565 -2.300 -0.794
H -1.567 4.712 2.763
O 6.058 6.428 -2.300
H -1.448 4.340 4.843
F 1.413 1.182 0.298
O -0.436 -0.824 0.025
C -4.725 -3.444 -1.173
```

Output
energy above the lowest of the compared OMol25 structures with the same formula, charge and spin: 47.2 kcal per mole
DFT total energy: -167093.491 eV
HOMO level: -9.231 eV